ORCA calculation (wB97M-V/def2-TZVPD) on 2 unconnected molecules or ions with the total composition C4H11NO3 at a distorted geometry.

Last column: Löwdin charge in e.
Element x y z (Å)
O (0.947, 1.014, 1.307)  0.05
C (0.189, 0.409, 0.568)  -0.49
N (0.776, -0.447, -0.341)  0.07
C (0.115, -1.382, -1.224)  -0.27
O (-0.885, -1.045, -2.173)  -0.07
C (-1.297, 0.285, 0.696)  -0.16
C (-1.852, 1.721, 0.952)  -0.07
H (1.758, -0.280, -0.581)  0.10
H (0.810, -1.992, -1.840)  0.13
H (-0.451, -2.054, -0.544)  0.13
H (-0.628, -0.409, -2.857)  0.09
H (-1.781, -0.133, -0.194)  0.09
H (-1.526, -0.518, 1.439)  0.14
H (-1.192, 2.378, 0.443)  0.07
H (-2.833, 1.801, 0.526)  0.06
H (-2.017, 1.732, 2.048)  0.09
H (3.086, 0.321, 0.988)  0.04
H (3.400, -1.163, 0.533)  0.06
O (3.380, -0.239, 0.256)  -0.06

Values from the calculation:
Energy = -11958.5031 eV
Highest occupied orbital energy = -9.812 eV
Structure (SMILES) = CCC(=O)NCO.O
Charge = 0
Kohn-Sham gap = 0.38536 Eh

---

ORCA calculation (wB97M-V/def2-TZVPD) on 17 unconnected molecules or ions with the total composition C2H37O17 at a distorted geometry.

Last column: Löwdin charge in e.
Element x y z (Å)
C (-0.986, 0.211, -0.239)  -0.06
C (-0.050, 0.901, 0.797)  -0.32
O (1.155, 0.191, 0.995)  -0.41
H (-1.256, -0.726, 0.104)  0.03
H (-0.731, 0.239, -1.275)  0.04
H (-1.870, 0.845, -0.109)  0.10
H (-0.428, 0.837, 1.833)  0.10
H (0.105, 2.005, 0.579)  0.11
O (0.312, -1.942, 2.542)  -0.03
H (0.779, -1.906, 3.337)  0.03
H (0.771, -1.214, 2.096)  0.00
O (3.357, -0.988, 1.886)  -0.07
H (3.523, -1.893, 1.582)  0.04
H (2.545, -0.604, 1.526)  -0.04
O (-0.472, -1.189, -3.528)  -0.05
H (-1.260, -1.178, -2.978)  -0.01
H (0.022, -1.995, -3.358)  0.05
O (1.915, 3.824, -0.835)  -0.07
H (2.415, 4.561, -1.235)  0.10
H (2.573, 3.117, -0.686)  0.03
O (-0.729, -0.265, 4.389)  -0.05
H (-0.235, 0.132, 3.705)  -0.05
H (-1.494, -0.527, 3.918)  -0.02
O (1.133, -2.118, -0.556)  0.00
H (1.696, -1.859, -1.250)  0.03
H (1.056, -1.340, -0.038)  -0.02
O (2.171, 3.226, 1.743)  -0.05
H (1.900, 3.572, 0.878)  -0.02
H (1.609, 2.483, 1.931)  -0.02
O (-2.415, -1.863, 2.619)  -0.07
H (-1.481, -2.108, 2.589)  0.01
H (-2.950, -2.555, 3.047)  0.07
O (1.595, 0.686, 3.599)  -0.04
H (1.514, 0.766, 2.631)  -0.02
H (2.178, 1.392, 3.791)  0.03
O (-1.637, 1.530, -4.174)  -0.02
H (-1.560, 0.796, -3.597)  -0.04
H (-1.729, 2.201, -3.533)  -0.01
O (-0.178, 2.619, -1.948)  -0.04
H (-0.330, 1.935, -1.321)  -0.04
H (0.541, 3.124, -1.569)  -0.01
O (3.013, 1.341, -0.658)  -0.04
H (2.524, 1.205, -1.455)  -0.03
H (2.342, 1.031, -0.075)  -0.03
O (-3.583, -2.107, -0.050)  -0.06
H (-4.085, -2.893, 0.181)  0.07
H (-3.369, -1.722, 0.829)  0.04
O (-1.203, -3.337, -1.329)  -0.05
H (-1.920, -2.850, -0.958)  -0.04
H (-0.423, -2.851, -1.103)  -0.04
O (-3.193, -1.030, -2.631)  0.00
H (-3.382, -1.275, -1.720)  0.01
H (-3.273, -1.828, -3.021)  -0.01
O (1.568, 0.497, -2.655)  -0.08
H (1.021, -0.329, -2.570)  0.03
H (0.902, 1.226, -2.685)  0.03

Values from the calculation:
Energy = -37484.8356 eV
Highest occupied orbital energy = -6.291 eV
Charge = -1
Kohn-Sham gap = 0.31128 Eh

---

ORCA calculation (wB97M-V/def2-TZVPD) on a molecular structure, C31H23N10O2STi.

Last column: Löwdin charge in e.
Element x y z (Å)
Ti (0.364, 0.269, 0.476)  0.90
N (2.289, 4.336, -0.625)  0.07
C (1.731, 3.205, -0.102)  -0.88
S (1.849, 1.760, -1.009)  0.71
N (1.187, 3.367, 1.093)  -0.01
N (0.768, 2.187, 1.612)  -0.12
C (0.506, 2.172, 2.867)  -0.07
C (0.234, 0.887, 3.499)  -0.24
C (0.123, 0.750, 4.878)  -0.02
C (-0.048, -0.518, 5.404)  -0.06
C (-0.120, -1.604, 4.545)  -0.04
C (-0.027, -1.381, 3.181)  -0.08
N (0.159, -0.165, 2.676)  0.03
H (2.484, 4.335, -1.610)  0.07
H (2.037, 5.206, -0.186)  0.09
H (0.588, 3.075, 3.465)  0.12
H (0.184, 1.624, 5.513)  0.11
H (-0.127, -0.660, 6.475)  0.10
H (-0.261, -2.609, 4.914)  0.11
H (-0.109, -2.186, 2.461)  0.12
C (-0.439, 2.401, -4.772)  -0.12
C (-1.770, 2.088, -4.468)  -0.13
C (-2.040, 0.998, -3.686)  -0.06
C (-0.971, 0.204, -3.181)  -0.38
N (0.305, 0.507, -3.486)  0.10
C (0.535, 1.567, -4.256)  -0.21
N (-1.303, -0.905, -2.496)  0.15
C (-0.539, -1.665, -1.737)  -0.30
N (0.477, -1.357, -0.846)  0.03
C (0.864, -2.544, -0.222)  -0.30
N (1.820, -2.775, 0.684)  0.13
C (2.587, -1.842, 1.232)  -0.37
C (3.696, -2.295, 2.020)  -0.03
C (4.555, -1.412, 2.589)  -0.11
C (4.347, -0.026, 2.389)  -0.10
C (3.259, 0.352, 1.656)  -0.18
N (2.363, -0.501, 1.109)  -0.01
C (0.068, -3.627, -0.718)  -0.13
C (0.064, -4.999, -0.439)  -0.03
C (-0.859, -5.786, -1.091)  -0.11
C (-1.770, -5.232, -2.017)  -0.11
C (-1.756, -3.882, -2.302)  -0.02
C (-0.822, -3.084, -1.644)  -0.11
H (-0.174, 3.245, -5.396)  0.08
H (-2.582, 2.699, -4.849)  0.10
H (-3.050, 0.707, -3.430)  0.10
H (1.584, 1.769, -4.463)  0.09
H (3.812, -3.365, 2.118)  0.10
H (5.396, -1.765, 3.176)  0.09
H (5.019, 0.720, 2.788)  0.09
H (3.074, 1.401, 1.471)  0.07
H (0.767, -5.413, 0.273)  0.10
H (-0.893, -6.852, -0.893)  0.09
H (-2.488, -5.881, -2.505)  0.09
H (-2.444, -3.436, -3.008)  0.10
O (-3.728, -0.570, 0.759)  0.06
C (-2.651, -0.048, 0.532)  -0.57
O (-1.491, -0.486, 0.862)  -0.14
C (-2.588, 1.245, -0.251)  -0.18
C (-3.745, 1.899, -0.638)  0.00
C (-3.631, 3.094, -1.326)  -0.06
C (-2.364, 3.565, -1.624)  -0.06
C (-1.262, 2.832, -1.219)  -0.14
N (-1.362, 1.702, -0.518)  0.09
H (-4.692, 1.447, -0.381)  0.12
H (-4.512, 3.640, -1.638)  0.10
H (-2.216, 4.473, -2.193)  0.11
H (-0.264, 3.139, -1.494)  0.06

Values from the calculation:
Energy = -85473.0758 eV
Highest occupied orbital energy (spin up / spin down) = -2.077 / -4.288 eV
Charge = -1
Kohn-Sham gap (spin up / spin down) = 0.14724 / 0.22570 Eh
⟨S²⟩ = 2.0306
2S+1 = 3

---

ORCA calculation (wB97M-V/def2-TZVPD) on a single C5H7NO molecule at a distorted geometry.

Last column: Löwdin charge in e.
Element x y z (Å)
C (-0.276, 1.559, -1.098)  -0.09
C (-0.418, 0.724, 0.171)  -0.17
C (0.234, -0.641, 0.243)  -0.40
C (0.147, -1.376, 1.501)  -0.10
O (-0.836, -1.620, 0.532)  -0.02
C (1.133, -1.087, -0.806)  -0.13
N (1.794, -1.489, -1.666)  0.18
H (0.607, 2.206, -1.101)  0.08
H (-1.159, 2.195, -1.194)  0.07
H (-0.231, 0.937, -1.994)  0.08
H (-0.221, 1.317, 1.067)  0.12
H (-1.420, 0.300, 0.288)  0.13
H (0.797, -2.224, 1.681)  0.12
H (-0.153, -0.801, 2.376)  0.13

Values from the calculation:
Energy = -8834.0145 eV
Highest occupied orbital energy = -10.990 eV
Structure (SMILES) = CC[C@@]1(C#N)CO1
Charge = 0
Kohn-Sham gap = 0.43548 Eh

---

ORCA calculation (wB97M-V/def2-TZVPD) on a molecular structure, C18H24F12N3OP2SSiTc.

Last column: Löwdin charge in e.
Element x y z (Å)
Tc (-0.671, -0.969, 0.035)  1.81
C (3.723, -2.301, 1.520)  -0.13
Si (2.863, -2.055, -0.096)  0.56
C (2.017, -3.627, -0.587)  -0.17
C (3.742, -1.360, -1.563)  -0.13
N (1.484, -0.689, 0.248)  0.02
C (1.846, 0.508, 0.533)  -0.23
C (3.225, 0.952, 0.787)  0.05
C (3.490, 2.240, 1.053)  0.04
C (2.428, 3.209, 1.078)  0.14
C (1.101, 2.895, 0.828)  0.07
C (0.805, 1.582, 0.579)  -0.15
O (-0.421, 1.140, 0.314)  -0.12
C (-1.503, 2.105, 0.034)  -0.25
C (-1.589, 2.569, -1.259)  0.00
C (-2.623, 3.458, -1.526)  -0.01
C (-3.503, 3.832, -0.516)  -0.02
C (-3.366, 3.326, 0.772)  -0.01
C (-2.343, 2.432, 1.071)  0.00
H (4.290, -3.233, 1.432)  0.07
H (3.011, -2.443, 2.335)  0.04
H (4.435, -1.531, 1.815)  0.05
H (2.859, -4.301, -0.790)  0.08
H (1.479, -3.580, -1.538)  0.05
H (1.455, -4.132, 0.201)  0.05
H (4.434, -2.130, -1.919)  0.07
H (4.331, -0.459, -1.389)  0.05
H (3.042, -1.165, -2.378)  0.04
H (4.018, 0.222, 0.776)  0.10
H (4.501, 2.569, 1.255)  0.15
H (2.680, 4.240, 1.306)  0.16
H (0.330, 3.653, 0.845)  0.16
H (-0.894, 2.252, -2.029)  0.12
H (-2.735, 3.860, -2.524)  0.13
H (-4.298, 4.533, -0.733)  0.13
H (-4.048, 3.634, 1.553)  0.13
H (-2.199, 2.032, 2.068)  0.12
N (-0.997, -3.024, -0.244)  0.04
H (-1.271, -3.478, 0.631)  0.12
H (-0.173, -3.515, -0.597)  0.04
H (-1.748, -3.183, -0.918)  0.11
F (-0.927, -1.182, 1.887)  -0.44
P (0.073, -0.204, 4.170)  0.34
F (1.107, -1.316, 3.750)  -0.08
F (0.669, 0.374, 5.438)  0.04
F (0.809, 0.721, 3.064)  -0.12
F (-0.872, -1.326, 4.683)  -0.04
F (-1.190, 0.696, 3.913)  -0.08
S (-4.945, -0.286, -1.242)  1.21
C (-4.898, -0.661, 0.430)  -0.30
C (-3.629, -0.877, 0.836)  -0.19
N (-2.703, -0.755, -0.194)  -0.21
C (-3.284, -0.437, -1.353)  -0.43
H (-5.798, -0.711, 1.023)  0.11
H (-3.299, -1.123, 1.832)  0.12
H (-2.732, -0.280, -2.270)  0.07
F (-0.410, -0.705, -1.802)  -0.44
P (-0.192, -0.342, -4.426)  0.32
F (-1.503, 0.484, -4.062)  -0.11
F (-0.101, -0.113, -5.918)  0.04
F (0.620, 0.857, -3.797)  -0.09
F (-1.071, -1.636, -4.272)  -0.08
F (1.072, -1.244, -4.151)  -0.09

Values from the calculation:
Energy = -97656.6614 eV
Highest occupied orbital energy (spin up / spin down) = -18.190 / -18.189 eV
Charge = +3
Kohn-Sham gap (spin up / spin down) = 0.21016 / 0.20354 Eh
⟨S²⟩ = 3.7695
2S+1 = 4

---

ORCA calculation (wB97M-V/def2-TZVPD) on 6 unconnected molecules or ions with the total composition C32H68BrIN2O15P2S at a distorted geometry.

Last column: Löwdin charge in e.
Element x y z (Å)
C (-1.499, -3.666, -2.604)  0.21
C (-0.876, -2.656, -2.788)  -0.06
C (-0.026, -1.431, -2.591)  -0.32
O (1.135, -1.646, -1.852)  -0.08
C (1.390, -2.848, -1.155)  -0.20
C (1.323, -2.770, 0.393)  -0.20
C (2.376, -3.753, 0.956)  -0.08
C (0.426, -1.146, -4.058)  -0.36
C (0.898, -2.450, -4.786)  -0.10
C (1.777, -3.464, -4.087)  -0.30
O (1.567, -4.644, -4.236)  0.06
C (1.438, 0.007, -4.311)  -0.52
I (3.540, -0.588, -4.177)  1.08
C (1.280, 0.659, -5.720)  -0.28
C (2.271, 1.851, -5.887)  -0.14
O (-0.708, -0.865, -4.947)  -0.20
S (-2.012, -0.087, -4.509)  0.65
O (-2.118, 1.080, -5.357)  -0.32
O (-3.128, -0.985, -4.673)  -0.25
C (-1.928, 0.475, -2.747)  -0.44
C (-3.407, 0.371, -2.287)  -0.27
C (-4.469, 1.231, -3.010)  -0.23
C (-5.847, 0.598, -2.688)  -0.28
N (-6.156, 0.698, -1.253)  0.01
P (-1.758, 2.370, -3.052)  0.73
O (-0.173, 2.499, -3.500)  -0.33
Br (-1.978, 3.297, -0.982)  0.46
C (-0.878, -0.286, -1.842)  -0.23
C (-0.044, 0.614, -0.880)  -0.09
C (1.141, 1.527, -1.174)  -0.44
O (0.986, 2.717, -1.002)  0.01
N (2.451, 1.043, -1.465)  -0.17
C (3.302, 2.182, -1.857)  -0.11
C (3.050, 0.395, -0.266)  -0.05
C (-1.674, -1.167, -0.780)  -0.17
P (-2.269, -0.509, 0.798)  0.49
O (-2.762, 0.871, 0.919)  -0.31
O (-1.122, -0.777, 1.928)  -0.14
O (-3.427, -1.563, 1.234)  -0.12
H (-2.117, -4.519, -2.449)  0.07
H (2.423, -3.130, -1.377)  0.11
H (0.804, -3.725, -1.439)  0.12
H (0.339, -3.095, 0.738)  0.10
H (1.582, -1.782, 0.766)  0.09
H (2.497, -3.540, 2.021)  0.08
H (2.096, -4.787, 0.784)  0.05
H (3.337, -3.508, 0.499)  0.08
H (0.041, -2.999, -5.171)  0.13
H (1.421, -2.112, -5.686)  0.11
H (2.611, -3.187, -3.432)  0.05
H (1.370, 0.840, -3.617)  0.04
H (1.508, -0.058, -6.506)  0.10
H (0.298, 1.113, -5.811)  0.08
H (2.523, 2.312, -4.933)  0.04
H (1.744, 2.626, -6.456)  0.07
H (3.148, 1.594, -6.473)  0.05
H (-3.499, 0.652, -1.234)  0.07
H (-3.752, -0.662, -2.355)  0.11
H (-4.541, 2.237, -2.600)  0.09
H (-4.395, 1.229, -4.094)  0.10
H (-6.579, 1.192, -3.242)  0.11
H (-5.887, -0.420, -3.095)  0.11
H (-5.729, -0.081, -0.770)  0.06
H (-7.160, 0.653, -1.146)  0.06
H (-0.042, 3.401, -3.813)  0.07
H (-0.717, 1.298, -0.363)  0.02
H (0.322, -0.058, -0.097)  0.10
H (3.576, 2.819, -1.015)  0.08
H (2.869, 2.740, -2.684)  0.08
H (4.228, 1.738, -2.234)  0.05
H (2.351, 0.397, 0.565)  0.07
H (3.973, 0.871, 0.046)  0.09
H (3.285, -0.646, -0.519)  0.08
H (-0.954, -1.916, -0.430)  0.08
H (-2.490, -1.742, -1.203)  0.09
H (-0.759, 0.088, 2.155)  0.08
H (-3.109, -2.094, 1.974)  0.08
C (-2.252, 5.754, 2.366)  -0.09
C (-1.967, 4.838, 3.541)  -0.31
O (-2.808, 3.686, 3.515)  -0.09
H (-3.296, 6.071, 2.372)  0.08
H (-1.615, 6.639, 2.388)  0.07
H (-2.077, 5.223, 1.430)  0.03
H (-2.156, 5.349, 4.484)  0.11
H (-0.920, 4.517, 3.528)  0.10
H (-2.645, 3.215, 2.690)  0.07
C (-3.747, 0.563, 4.579)  -0.09
C (-3.937, 0.644, 6.081)  -0.32
O (-3.213, 1.740, 6.631)  -0.08
H (-2.689, 0.464, 4.335)  0.07
H (-4.287, -0.286, 4.155)  0.07
H (-4.103, 1.477, 4.101)  0.07
H (-3.565, -0.256, 6.570)  0.11
H (-5.000, 0.751, 6.326)  0.11
H (-3.533, 2.542, 6.206)  0.07
C (1.575, -8.721, -0.075)  -0.09
C (1.245, -7.315, -0.539)  -0.32
O (2.421, -6.522, -0.688)  -0.10
H (2.111, -8.693, 0.874)  0.08
H (0.668, -9.316, 0.051)  0.07
H (2.219, -9.224, -0.799)  0.07
H (0.617, -6.809, 0.195)  0.11
H (0.707, -7.342, -1.492)  0.11
H (2.980, -6.949, -1.344)  0.09
C (3.529, 3.886, 3.148)  -0.08
C (2.674, 2.939, 2.332)  -0.30
O (3.138, 1.593, 2.465)  -0.10
H (4.571, 3.824, 2.833)  0.08
H (3.193, 4.919, 3.045)  0.08
H (3.489, 3.608, 4.204)  0.06
H (2.715, 3.188, 1.272)  0.10
H (1.628, 2.995, 2.652)  0.11
H (3.096, 1.361, 3.400)  0.08
C (3.531, 2.754, 8.186)  -0.09
C (3.303, 1.522, 7.331)  -0.32
O (4.086, 1.561, 6.137)  -0.09
H (3.285, 3.656, 7.625)  0.07
H (2.917, 2.724, 9.088)  0.08
H (4.579, 2.830, 8.484)  0.07
H (2.262, 1.459, 7.021)  0.11
H (3.548, 0.614, 7.893)  0.11
H (5.012, 1.604, 6.394)  0.08

Values from the calculation:
Energy = -175532.7681 eV
Highest occupied orbital energy = -8.642 eV
Structure (SMILES) = C#C[C@]1(OCCC)[C@](CC(=O)N(C)C)(CP(=O)(O)O)[C@@](CCCN)(P(O)Br)S(=O)(=O)O[C@@]1(CC=O)[C@@H](I)CC.CCO.CCO.CCO.CCO.CCO
Charge = 0
Kohn-Sham gap = 0.32404 Eh